{"formula": "C5H7BrN2", "method": "the ωB97M-V functional and the def2-TZVPD basis", "homo_ev": [-8.421, -8.354], "energy_ha": -2877.9867, "e_lumo_ev": [-0.728, -0.666], "de_lowest_kj_mol": 600.4, "max_force_ev_per_a": 7.82, "species": ["C", "C", "C", "C", "C", "N", "N", "Br", "H", "H", "H", "H", "H", "H", "H"], "positions_angstrom": [[0.411, 0.514, 0.108], [0.318, -2.212, -0.101], [-0.184, 0.395, -1.378], [-0.496, 0.029, 1.194], [-0.084, 1.465, 0.968], [0.081, -1.798, -1.199], [-0.562, -0.960, -1.867], [1.731, -3.411, 0.565], [-1.212, 0.907, -1.560], [0.720, 0.755, -1.997], [-1.626, -0.091, 1.022], [-0.275, -0.609, 2.031], [1.368, 0.763, -0.093], [0.644, 1.871, 1.749], [-0.834, 2.383, 0.558]], "lowdin_charge": [-0.37, -0.51, -0.15, -0.12, -0.20, -0.13, 0.02, 0.57, 0.14, 0.13, 0.14, 0.09, 0.10, 0.13, 0.17]}

=====

{"formula": "C21H23BBiN11O4", "method": "the ωB97M-V functional and the def2-TZVPD basis", "homo_ev": [-11.448, -11.426], "energy_ha": -1956.5572, "e_lumo_ev": [-3.564, -7.815], "s2": 0.76, "spin_multiplicity": 2, "charge": 1, "de_lowest_kj_mol": 0.0, "max_force_ev_per_a": 5.28, "species": ["Bi", "O", "C", "O", "C", "C", "C", "C", "C", "N", "C", "O", "O", "H", "H", "H", "C", "C", "N", "N", "C", "B", "N", "C", "C", "C", "N", "N", "C", "C", "C", "N", "N", "C", "C", "C", "N", "H", "H", "H", "H", "H", "H", "H", "H", "H", "H", "H", "H", "N", "C", "C", "N", "H", "H", "H", "H", "H", "H", "H", "H"], "positions_angstrom": [[-0.857, -0.377, -1.291], [-0.555, -4.731, -0.697], [-0.923, -3.570, -1.090], [-0.194, -2.708, -1.687], [-2.342, -3.160, -0.544], [-3.222, -4.025, 0.056], [-4.476, -3.502, 0.358], [-4.823, -2.175, 0.132], [-3.806, -1.410, -0.478], [-2.583, -1.889, -0.640], [-3.980, 0.109, -0.685], [-4.865, 0.785, -0.139], [-3.028, 0.597, -1.413], [-3.035, -5.088, 0.138], [-5.194, -4.237, 0.846], [-5.840, -1.753, 0.205], [-0.406, 3.823, 0.407], [-1.336, 2.738, 0.243], [-0.735, 1.587, 0.720], [0.526, 1.898, 1.146], [0.776, 3.281, 0.922], [1.612, 0.948, 1.663], [1.223, -0.540, 1.759], [1.773, -1.610, 1.162], [1.270, -2.752, 1.736], [0.472, -2.259, 2.765], [0.271, -0.971, 2.674], [2.726, 1.072, 0.527], [4.044, 0.783, 0.610], [4.469, 0.490, -0.694], [3.404, 0.698, -1.559], [2.348, 1.127, -0.863], [2.222, 1.360, 2.954], [2.331, 0.748, 4.208], [2.951, 1.586, 5.089], [3.293, 2.705, 4.288], [2.875, 2.647, 3.048], [-0.612, 4.836, 0.177], [-2.358, 2.653, -0.089], [1.680, 3.799, 1.216], [2.406, -1.493, 0.352], [1.454, -3.796, 1.446], [-0.114, -2.842, 3.478], [4.528, 0.493, 1.543], [5.407, 0.091, -0.972], [3.516, 0.584, -2.664], [1.944, -0.252, 4.337], [3.227, 1.345, 6.070], [3.867, 3.518, 4.644], [-1.665, -0.728, -3.586], [-1.604, 0.545, -4.292], [-0.308, 1.326, -4.103], [-0.119, 1.659, -2.647], [-1.057, -1.413, -4.058], [-2.646, -1.080, -3.573], [-2.443, 1.140, -3.956], [-1.764, 0.336, -5.331], [-0.322, 2.173, -4.803], [0.463, 0.666, -4.399], [-0.717, 2.454, -2.383], [0.854, 1.761, -2.287]], "lowdin_charge": [2.00, 0.01, -0.56, -0.21, -0.19, 0.03, -0.02, 0.04, -0.17, -0.02, -0.57, 0.07, -0.23, 0.13, 0.15, 0.14, -0.01, -0.04, 0.03, 0.07, 0.05, -0.75, -0.02, -0.11, -0.05, -0.18, 0.07, 0.01, -0.04, -0.06, -0.16, 0.04, 0.05, -0.03, -0.01, -0.14, 0.10, 0.10, 0.11, 0.12, 0.09, 0.12, 0.12, 0.14, 0.09, 0.13, 0.11, 0.09, 0.10, -0.06, -0.26, -0.20, -0.08, 0.12, 0.13, 0.12, 0.12, 0.13, 0.10, 0.09, 0.05]}

=====

{"formula": "C6H14NO", "method": "the ωB97M-V functional and the def2-TZVPD basis", "homo_ev": -14.593, "energy_ha": -366.7142, "e_lumo_ev": -3.533, "smiles": "CC[C@@H](C)[C@H]([NH3+])C=O", "charge": 1, "de_lowest_kj_mol": 139.3, "max_force_ev_per_a": 3.20, "species": ["O", "C", "C", "C", "C", "C", "C", "N", "H", "H", "H", "H", "H", "H", "H", "H", "H", "H", "H", "H", "H", "H"], "positions_angstrom": [[-1.500, 1.600, -0.902], [-0.317, 1.348, -0.895], [0.158, 0.852, 0.474], [0.583, -0.643, 0.487], [1.934, -0.761, 1.259], [0.685, -1.381, -0.930], [-0.652, -1.864, -1.431], [-0.915, 1.146, 1.485], [0.477, 1.391, -1.635], [0.995, 1.474, 0.867], [-0.197, -1.257, 0.984], [2.655, -1.107, 0.497], [1.812, -1.577, 2.056], [2.213, 0.191, 1.688], [1.410, -2.175, -0.761], [1.247, -0.812, -1.710], [-0.968, -1.329, -2.304], [-1.387, -1.826, -0.631], [-0.599, -2.936, -1.662], [-1.166, 2.124, 1.528], [-1.711, 0.558, 1.211], [-0.780, 0.794, 2.444]], "lowdin_charge": [0.09, -0.15, -0.23, -0.30, -0.04, -0.22, -0.09, 0.22, 0.15, 0.16, 0.13, 0.09, 0.12, 0.06, 0.10, 0.12, 0.07, 0.07, 0.09, 0.17, 0.17, 0.19]}

=====

{"formula": "C3H12N3O2PSi", "method": "the ωB97M-V functional and the def2-TZVPD basis", "homo_ev": -9.436, "energy_ha": -1067.1545, "e_lumo_ev": 0.331, "de_lowest_kj_mol": 0.5, "max_force_ev_per_a": 1.29, "species": ["C", "C", "C", "N", "N", "N", "O", "O", "Si", "P", "H", "H", "H", "H", "H", "H", "H", "H", "H", "H", "H", "H"], "positions_angstrom": [[-1.994, -0.224, -1.453], [-0.889, 1.254, 1.412], [-0.195, -1.813, 2.107], [2.046, 0.713, -0.039], [-1.482, -1.026, -0.356], [1.820, 0.418, -2.730], [3.585, 2.135, -1.521], [1.278, -0.389, 0.309], [-0.332, -0.454, 0.795], [2.573, 1.079, -1.550], [-2.290, 0.749, -1.067], [-1.252, -0.070, -2.242], [-2.870, -0.711, -1.881], [-0.516, 1.458, 2.412], [-0.530, 2.047, 0.761], [-1.971, 1.321, 1.452], [0.329, -2.677, 1.714], [0.347, -1.471, 2.981], [-1.178, -2.134, 2.429], [2.675, 1.015, 0.700], [2.223, 0.769, -3.590], [-1.377, -1.990, -0.641]], "lowdin_charge": [-0.17, -0.15, -0.15, -0.18, -0.16, -0.16, -0.32, -0.24, 0.42, 0.57, 0.06, 0.06, 0.07, 0.03, 0.02, 0.03, 0.03, 0.03, 0.03, 0.12, -0.01, 0.08]}

=====

{"formula": "C2BrClFN", "method": "the ωB97M-V functional and the def2-TZVPD basis", "homo_ev": [-11.540, -9.091], "energy_ha": -3264.9096, "e_lumo_ev": [-1.367, -3.813], "de_lowest_kj_mol": 233.3, "max_force_ev_per_a": 2.27, "species": ["C", "C", "N", "F", "Cl", "Br"], "positions_angstrom": [[0.327, -0.508, 1.289], [0.241, 0.248, 0.095], [0.376, -0.752, 2.411], [1.190, 0.129, -0.813], [-0.772, 1.473, -0.218], [-1.362, -0.589, -2.764]], "lowdin_charge": [-0.21, -0.87, 0.18, 0.00, 0.80, 0.10]}

=====

{"formula": "C6H8S", "method": "the ωB97M-V functional and the def2-TZVPD basis", "homo_ev": [-7.594, -7.624], "energy_ha": -631.3944, "e_lumo_ev": [0.158, 0.130], "de_lowest_kj_mol": 516.6, "max_force_ev_per_a": 4.53, "species": ["C", "C", "C", "C", "C", "C", "S", "H", "H", "H", "H", "H", "H", "H", "H"], "positions_angstrom": [[-0.846, -2.584, -0.605], [1.489, 1.827, -0.256], [0.086, -1.725, -0.409], [0.470, 1.226, -0.834], [-1.283, 0.909, 1.140], [-0.630, 0.585, -0.132], [-2.297, 0.746, -0.280], [-0.658, -3.714, -0.568], [-1.835, -2.440, -0.887], [2.187, 2.214, -0.938], [1.688, 2.115, 0.730], [1.049, -1.718, 0.132], [0.485, 0.870, -1.845], [-1.425, 0.093, 1.868], [-1.188, 1.911, 1.517]], "lowdin_charge": [-0.11, 0.03, 0.01, -0.22, -0.42, -0.66, 0.89, 0.08, 0.01, 0.04, 0.05, 0.06, 0.10, 0.08, 0.07]}